No. 1
Formula: C7H11NO
Source: the OMol25 dataset
Level of theory: wB97M-V/def2-TZVPD

```
20
Properties=species:S:1:pos:R:3
C 4.17187 0.60254 -0.00495
C 2.97963 0.37717 0.00894
C 1.50887 -0.77299 0.03216
O 1.62871 -1.94256 0.06493
N 0.64107 0.20504 0.00049
C -0.83130 0.01886 -0.00431
C -1.23840 -0.78047 -1.24656
C -1.25495 -0.71165 1.27426
C -1.42216 1.42859 -0.04670
H 5.20931 0.82274 0.01298
H 1.43972 1.02955 -0.02937
H -0.90978 -0.27295 -2.15372
H -0.79012 -1.77410 -1.22513
H -2.32281 -0.88560 -1.28367
H -0.80655 -1.70471 1.31304
H -2.33977 -0.81514 1.30272
H -0.93838 -0.15513 2.15663
H -1.11315 2.00358 0.82638
H -2.51034 1.37208 -0.05238
H -1.10145 1.95515 -0.94574
```

Calculated values
Net charge: 0
Structure (SMILES): C#CC(=O)NC(C)(C)C
Orbital gap (eV): 10.7159
Relative energy (zero: lowest compared OMol25 entry of this formula, charge and spin) (kcal/mol): 89.2
LUMO (Eh): 0.025
Highest occupied orbital energy (hartree): -0.368
Multiplicity: 1



No. 2
Formula: C7H11NO3
Source: the OMol25 dataset
Level of theory: wB97M-V/def2-TZVPD

```
22
Properties=species:S:1:pos:R:3
C 1.97800 0.83147 0.57727
C 1.99498 -0.43131 0.29762
C 1.20699 -0.96232 -0.86121
C -0.37059 0.87259 -0.95521
C 2.78566 -1.54697 0.89594
C -3.21397 0.05848 0.33445
C -1.03353 1.09682 0.44979
N 0.05566 -0.31392 -1.28412
O 1.55004 -1.99880 -1.39793
O -0.84802 1.62903 -1.94922
O -2.45254 1.26177 0.24703
H 2.25046 1.52404 1.39857
H 2.12474 -2.36322 1.38486
H 3.53377 -1.23655 1.69903
H 3.34377 -2.03284 0.08136
H -4.23775 0.33172 0.83176
H -2.77934 -0.67185 0.99957
H -3.19149 -0.32920 -0.70893
H -0.89363 2.07970 0.94607
H -0.48112 0.28199 0.94828
H -0.09589 -0.57496 -2.33258
H -1.22622 2.49432 -1.60242
```

Calculated values
Net charge: 0
Orbital gap (spin up / spin down) (eV): 6.6975 / 8.3308
Relative energy (zero: lowest compared OMol25 entry of this formula, charge and spin) (kcal/mol): 145.1
LUMO (spin up / spin down) (Eh): -0.003 / 0.014
Highest occupied orbital energy (spin up / spin down) (hartree): -0.249 / -0.292
Multiplicity: 1